{"formula": "C5H8AgO3", "method": "ωB97M-V/def2-TZVPD", "symbols": ["O", "C", "C", "O", "O", "C", "Ag", "H", "H", "H", "H", "C", "C", "H", "H", "H", "H"], "positions_angstrom": [[2.60709, -1.38726, 0.23631], [-1.86517, -0.71407, -0.27617], [1.37565, -1.62663, -0.31832], [-2.90038, -0.47535, -0.70374], [-1.07391, -1.47413, 0.23100], [0.37196, -1.25593, 0.75733], [4.07404, -0.26532, 0.18352], [1.24130, -2.68913, -0.58584], [1.18280, -1.03214, -1.23169], [0.38457, -0.20454, 1.05656], [0.38414, -1.92159, 1.62221], [-1.15056, 2.45210, 0.41615], [-0.78324, 1.88090, -0.74545], [-0.47668, 2.48343, 1.27597], [-2.19052, 2.72760, 0.60852], [0.24610, 1.54727, -0.90113], [-1.42719, 1.95480, -1.62522]], "forces_ev_per_angstrom": [[-3.2, -2.7, -0.3], [-3.2, -0.2, -0.7], [-1.0, 0.4, 0.3], [1.7, 0.5, 0.3], [2.1, -0.2, 0.5], [-1.1, 0.4, 0.5], [3.6, 2.5, -0.1], [0.5, 0.0, -0.2], [0.5, -0.2, -0.1], [0.1, -0.2, -0.1], [0.0, 0.1, -0.2], [-0.2, -1.3, 0.2], [0.0, 0.4, 0.1], [-0.1, 0.2, -0.3], [0.4, 0.4, -0.2], [-0.2, 0.2, -0.1], [0.1, -0.3, 0.2]], "total_energy_ha": -567.1149, "homo_lumo_gap_ev": [8.22, 5.23], "e_lumo_ev": [-9.2, -12.2], "homo_ha": [-0.6415, -0.6415], "charge": 2, "de_lowest_ev": 2.989, "spin_multiplicity": 2}